#i
{"formula": "ArH24O12", "method": "ωB97M-V/def2-TZVPD", "charge": 0, "gap_ev": 9.7, "homo_ha": -0.37962, "symbols": ["Ar", "O", "H", "H", "O", "H", "H", "O", "H", "H", "O", "H", "H", "O", "H", "H", "O", "H", "H", "O", "H", "H", "O", "H", "H", "O", "H", "H", "O", "H", "H", "O", "H", "H", "O", "H", "H"], "coordinates": [[3.4971, 12.9694, -16.3337], [1.4415, 12.3438, -13.8105], [0.8940, 12.5921, -13.0656], [0.8629, 12.4188, -14.5693], [6.2144, 13.6600, -14.1776], [5.8130, 14.3713, -14.6767], [5.5422, 13.3995, -13.5479], [6.4275, 13.6774, -18.7542], [5.8872, 13.3349, -19.4662], [6.3399, 13.0307, -18.0540], [2.1425, 9.8526, -14.5916], [2.8644, 9.4911, -14.0774], [2.1174, 10.7790, -14.3518], [0.8492, 15.1891, -19.3773], [0.6373, 16.0788, -19.6597], [1.3623, 15.3069, -18.5778], [2.3563, 14.9604, -14.0043], [1.9775, 14.0816, -14.0282], [1.8738, 15.4109, -13.3111], [4.7671, 15.9379, -14.8723], [4.0078, 15.4213, -14.6024], [4.5975, 16.8134, -14.5245], [0.4139, 13.1324, -16.3139], [0.4572, 12.4642, -16.9980], [0.7657, 13.9213, -16.7264], [1.7067, 15.7211, -16.7376], [1.2720, 16.5735, -16.7117], [2.2631, 15.7118, -15.9588], [4.0908, 12.9114, -12.2465], [3.3468, 13.4224, -12.5651], [4.6192, 13.5389, -11.7532], [6.3062, 11.6973, -16.5993], [5.6574, 11.0478, -16.3281], [6.3792, 12.2902, -15.8514], [2.2276, 10.9421, -19.9170], [2.1115, 10.0145, -19.7110], [1.7635, 11.4030, -19.2182]], "nbo_charge": [0.00, -0.97, 0.48, 0.52, -0.98, 0.49, 0.48, -0.96, 0.46, 0.49, -0.96, 0.47, 0.48, -0.95, 0.46, 0.48, -0.99, 0.50, 0.48, -0.97, 0.49, 0.47, -0.98, 0.48, 0.51, -0.98, 0.48, 0.50, -0.94, 0.47, 0.47, -0.97, 0.47, 0.50, -0.93, 0.47, 0.46]}



#ii
{"formula": "ArH24O12", "method": "ωB97M-V/def2-TZVPD", "charge": 0, "gap_ev": 10.5, "homo_ha": -0.38770, "symbols": ["Ar", "O", "H", "H", "O", "H", "H", "O", "H", "H", "O", "H", "H", "O", "H", "H", "O", "H", "H", "O", "H", "H", "O", "H", "H", "O", "H", "H", "O", "H", "H", "O", "H", "H", "O", "H", "H"], "coordinates": [[-0.8057, 0.4945, 0.1346], [0.9345, 1.3019, -3.9259], [0.5744, 1.5950, -4.7630], [0.5659, 1.9059, -3.2814], [-1.6249, -0.2405, 3.3483], [-0.8928, -0.4046, 3.9427], [-1.6217, -0.9886, 2.7513], [0.3565, 3.4038, 1.1777], [0.1215, 4.0472, 1.8462], [0.8441, 2.7311, 1.6529], [-2.8461, -1.8663, -1.7463], [-3.6672, -1.4710, -1.4535], [-2.8647, -2.7529, -1.3862], [0.9064, -2.7711, 1.6291], [1.1789, -2.7113, 0.7134], [1.4736, -2.1523, 2.0892], [-0.2781, 3.1557, -2.0342], [-0.5959, 3.1434, -1.1314], [0.5616, 3.6127, -1.9868], [-2.4231, 2.4554, 2.7962], [-2.1490, 1.5765, 3.0582], [-1.8427, 2.6811, 2.0693], [2.5763, 0.5644, -1.2191], [2.1358, 0.6470, -2.0649], [3.4570, 0.9066, -1.3728], [2.3374, 1.3258, 1.6001], [2.2759, 0.4770, 2.0384], [2.3884, 1.1118, 0.6686], [1.8539, -2.2692, -0.8733], [1.0206, -2.1296, -1.3232], [2.2244, -1.3919, -0.7768], [-0.2388, -2.0392, -2.7289], [-1.0994, -2.0570, -2.3101], [-0.0009, -2.9611, -2.8278], [-1.7558, -2.9462, 2.2584], [-0.8900, -2.6813, 1.9478], [-2.1900, -3.3027, 1.4834]], "nbo_charge": [0.00, -0.98, 0.48, 0.49, -0.97, 0.47, 0.50, -0.98, 0.47, 0.50, -0.95, 0.49, 0.47, -0.98, 0.50, 0.46, -0.96, 0.50, 0.48, -0.97, 0.49, 0.46, -0.98, 0.51, 0.49, -0.96, 0.47, 0.50, -0.98, 0.49, 0.49, -0.95, 0.49, 0.47, -0.97, 0.49, 0.46]}



Most stable pick: #ii. Distance to second place: 44.6 kJ/mol.



#i
{"formula": "C5H15N2OP", "method": "ωB97M-V/def2-TZVPD", "charge": 0, "gap_ev": 9.8, "smiles": "N=[P@@H](N)O.C/C=C\\CC", "homo_ha": -0.32669, "symbols": ["C", "C", "C", "C", "C", "N", "N", "O", "P", "H", "H", "H", "H", "H", "H", "H", "H", "H", "H", "H", "H", "H", "H", "H"], "coordinates": [[0.8240, -1.6981, 0.5036], [4.0522, 1.1822, -0.1481], [1.5223, -0.4285, 0.7998], [2.7604, 1.0572, -0.8161], [1.6460, 0.4708, -0.3642], [-4.3234, -1.1002, -0.8202], [-2.1242, 0.5437, -0.1185], [-4.2772, 0.6554, 1.1060], [-3.6327, 0.3408, -0.2979], [1.4572, -2.1676, -0.2993], [0.8731, -2.5522, 1.3750], [-0.1598, -1.4824, 0.2711], [4.7197, 1.4465, -0.9020], [4.1992, 2.0679, 0.6202], [4.3939, 0.2612, 0.3110], [2.6329, -0.4989, 1.1822], [0.9961, 0.0852, 1.5891], [-4.4149, 1.2153, -1.1942], [2.8885, 1.7499, -1.6360], [0.6189, 0.6474, -0.9286], [-4.0970, -2.0229, -0.5260], [-5.2807, -1.0107, -0.5724], [-1.5210, 0.1932, -0.9026], [-3.7536, 1.0448, 1.7681]], "nbo_charge": [-0.59, -0.65, -0.45, -0.21, -0.15, -1.18, -1.36, -1.01, 1.99, 0.21, 0.20, 0.21, 0.21, 0.21, 0.21, 0.19, 0.22, -0.13, 0.20, 0.19, 0.40, 0.38, 0.38, 0.52]}



#ii
{"formula": "C5H15N2OP", "method": "ωB97M-V/def2-TZVPD", "charge": 0, "gap_ev": [7.5, 7.5], "homo_ha": [-0.27355, -0.27361], "symbols": ["C", "C", "C", "C", "C", "N", "N", "O", "P", "H", "H", "H", "H", "H", "H", "H", "H", "H", "H", "H", "H", "H", "H", "H"], "coordinates": [[-2.0282, -0.9206, -1.2726], [2.7820, -0.6818, 0.3106], [-0.9924, -1.7140, -0.5588], [1.5013, -1.6132, 0.2876], [0.3531, -1.0202, -0.4574], [-1.6101, 2.7953, 1.2683], [0.1136, 0.9651, 0.8872], [0.2953, 3.2141, -0.3842], [-0.7990, 2.0395, -0.0683], [-2.7500, -1.6426, -1.5861], [-2.5700, -0.1808, -0.5752], [-1.6080, -0.4121, -2.1522], [3.4335, -1.0551, 1.0181], [3.3123, -0.6619, -0.6052], [2.4664, 0.4333, 0.5599], [-0.7959, -2.5575, -1.2567], [-1.1526, -2.0817, 0.4987], [1.5620, -2.4838, -0.2251], [1.1484, -1.8219, 1.3954], [0.5371, -0.3641, -1.3145], [-2.5322, 2.4441, 1.3001], [-1.6724, 3.7579, 1.1726], [-0.1285, 0.5918, 1.7520], [1.1342, 2.9702, 0.0058]], "nbo_charge": [-0.60, -0.61, -0.50, -0.48, 0.21, -1.16, -1.16, -1.01, 1.33, 0.21, 0.22, 0.22, 0.21, 0.20, 0.25, 0.23, 0.22, 0.22, 0.22, 0.19, 0.36, 0.37, 0.37, 0.49]}



Most stable pick: #i. Distance to second place: 134.5 kJ/mol.



#i
{"formula": "C3H9N2O", "method": "ωB97M-V/def2-TZVPD", "charge": -1, "gap_ev": 7.1, "smiles": "NCCNC[O-]", "homo_ha": -0.09627, "symbols": ["C", "N", "C", "O", "C", "N", "H", "H", "H", "H", "H", "H", "H", "H", "H"], "coordinates": [[0.0491, -1.0559, -0.0410], [-0.8135, -0.2376, 0.8692], [-1.5408, 0.8356, 0.0611], [-2.2683, 0.3729, -0.9327], [1.1568, -0.2435, -0.6811], [1.9958, 0.4761, 0.3201], [-0.5776, -1.5125, -0.8122], [0.5163, -1.7974, 0.6163], [-1.5887, -0.8807, 1.0269], [-0.7086, 1.5391, -0.2328], [-2.0881, 1.3781, 0.8606], [0.7568, 0.5015, -1.3638], [1.7841, -0.8885, -1.2801], [1.7250, 0.1003, 1.2255], [1.6019, 1.4125, 0.3640]], "nbo_charge": [-0.26, -0.70, 0.14, -0.95, -0.23, -0.85, 0.20, 0.16, 0.33, 0.04, 0.07, 0.20, 0.16, 0.35, 0.35]}



#ii
{"formula": "C3H9N2O", "method": "ωB97M-V/def2-TZVPD", "charge": -1, "gap_ev": 7.2, "smiles": "NCCNC[O-]", "homo_ha": -0.09945, "symbols": ["C", "N", "C", "O", "C", "N", "H", "H", "H", "H", "H", "H", "H", "H", "H"], "coordinates": [[0.6287, 0.2890, -0.9162], [-0.6106, -0.4706, -1.0206], [-0.7678, -1.6412, 0.0889], [0.3348, -2.2143, 0.4686], [0.7982, 0.8273, 0.5150], [-0.1920, 1.9227, 0.7333], [1.5524, -0.2206, -1.2154], [0.5486, 1.1914, -1.5346], [-0.5493, -1.0920, -1.8176], [-1.3952, -1.1167, 0.8653], [-1.5108, -2.2772, -0.4489], [0.6532, 0.0369, 1.2438], [1.8185, 1.1875, 0.7008], [-1.0842, 1.4334, 0.6143], [-0.2244, 2.1444, 1.7231]], "nbo_charge": [-0.23, -0.74, 0.15, -0.92, -0.23, -0.86, 0.17, 0.17, 0.33, 0.04, 0.06, 0.21, 0.16, 0.36, 0.33]}



Most stable pick: #i. Distance to second place: 20.0 kJ/mol.